# 1
The following is a quantum chemistry calculation of the molecule C4H13N2S at a distorted geometry, from the Open Molecules 2025 dataset.

Geometry as XYZ:
```
20
C4H13N2S | the Open Molecules 2025 dataset | wB97M-V/def2-TZVPD
N -0.5685 -0.2140 1.5802
C -0.0544 0.3283 0.2601
C 0.1805 -0.7665 -0.7623
C -0.9459 -0.9218 -1.8000
S -0.6019 -2.4184 -2.8206
C 1.2211 1.1451 0.5275
N 1.0580 2.0318 1.6592
H -1.6410 -0.3032 1.5460
H -0.2102 0.4071 2.3296
H -0.2277 -1.1741 1.7780
H -0.8471 1.0178 -0.0024
H 0.3774 -1.7258 -0.3087
H 1.0607 -0.5010 -1.3567
H -1.0019 -0.0667 -2.4614
H -1.8952 -1.1349 -1.3087
H -1.8400 -2.9183 -2.7474
H 1.9919 0.4166 0.8092
H 1.5009 1.6246 -0.4202
H 1.9462 2.3244 2.0416
H 0.4971 2.8492 1.4570
```

Properties
highest occupied orbital energy (alpha / beta)	-3.31 / -9.21	eV
2S+1	2
total charge	0

# 2
The following is a quantum chemistry calculation of the ion C4H13N2S with charge +1 at a distorted geometry, from the Open Molecules 2025 dataset.

Geometry as XYZ:
```
20
C4H13N2S | the Open Molecules 2025 dataset | wB97M-V/def2-TZVPD
N -0.7739 -2.2613 1.0141
C -0.0260 -1.4550 0.0477
C -0.2497 0.0153 0.4406
N -0.0145 0.0755 1.9430
C 0.5840 1.0199 -0.2984
C 0.2521 1.0951 -1.8025
S 1.1985 2.3903 -2.7273
H -0.6350 -3.2586 0.9067
H -1.7733 -2.1954 0.8119
H 1.0297 -1.6258 0.2833
H -0.2621 -1.6159 -0.9999
H -1.3337 0.1762 0.3968
H -0.7364 0.6407 2.3912
H -0.2690 -0.8881 2.2633
H 0.9120 0.3393 2.2646
H 0.3783 2.0277 0.0713
H 1.6401 0.7485 -0.3136
H 0.6121 0.1993 -2.3136
H -0.8082 1.2652 -1.9719
H 0.2750 3.3070 -2.4074
```

Properties
highest occupied orbital energy	-12.31	eV
total charge	+1
SMILES	NC[C@@H]([NH3+])CCS

# 3
The following is a quantum chemistry calculation of a cluster of 2 separate species, C4H13N2S in total at a distorted geometry, from the Open Molecules 2025 dataset.

Geometry as XYZ:
```
20
C4H13N2S | the Open Molecules 2025 dataset | wB97M-V/def2-TZVPD
C -2.5616 0.7277 -0.2894
C 1.9329 -0.3584 -1.3720
C -2.3703 -0.7275 0.0733
C 1.6947 0.0195 0.0465
N 1.2603 1.2344 0.3190
N 2.1912 -0.7466 0.9999
S -0.6109 -1.2414 -0.1690
H -3.6096 0.9908 -0.1731
H -1.9737 1.3719 0.3619
H -2.2763 0.9111 -1.3232
H 1.8390 -1.4305 -1.5201
H 1.2384 0.1453 -2.0362
H 2.9445 -0.0635 -1.6476
H -2.9665 -1.3760 -0.5673
H -2.6150 -0.9132 1.1163
H 1.1871 1.5685 1.2672
H 0.9201 1.8325 -0.4183
H 2.5426 -1.6631 0.7773
H 2.1434 -0.4897 1.9726
H -0.5686 -2.1124 0.8369
```

Properties
highest occupied orbital energy	-12.77	eV
total charge	+1

# 4
The following is a quantum chemistry calculation of the ion C4H13N2S with charge +2 at a distorted geometry, from the Open Molecules 2025 dataset.

Geometry as XYZ:
```
20
C4H13N2S | the Open Molecules 2025 dataset | wB97M-V/def2-TZVPD
N -2.1494 -0.6193 -0.2991
C -0.5645 -0.6446 -0.2831
C 0.2001 -1.5412 0.7567
S -0.6704 -2.8521 1.6582
C -0.1462 0.8128 -0.0650
N 1.2838 0.8365 -0.3670
C 2.0760 1.9728 -0.9156
H -2.5080 -0.7931 -1.2401
H -2.3019 -1.2263 0.4948
H -2.5058 0.3238 -0.1078
H -0.3128 -1.0266 -1.2673
H 0.6091 -0.9111 1.5614
H 1.0826 -1.9149 0.2343
H -1.7846 -2.2660 2.1810
H -0.3375 1.2150 0.9311
H -0.7023 1.3263 -0.8562
H 1.7191 0.6514 0.5261
H 1.7144 2.9446 -0.5820
H 3.0244 1.8813 -0.3898
H 2.2740 1.8306 -1.9707
```

Properties
highest occupied orbital energy (alpha / beta)	-16.91 / -16.91	eV
2S+1	2
total charge	+2

# 5
The following is a quantum chemistry calculation of a cluster of 3 separate species, C4H13N2S2 in total at a distorted geometry, from the Open Molecules 2025 dataset.

Geometry as XYZ:
```
21
C4H13N2S2 | the Open Molecules 2025 dataset | wB97M-V/def2-TZVPD
C 0.7711 0.8923 1.7235
C 2.3908 0.0325 -1.7598
C 0.9040 0.5695 0.2393
C 2.2417 0.3769 -0.2823
N -0.1524 0.5835 -0.5460
N -2.6113 1.1498 0.2633
S 0.1030 -2.6412 0.2892
S 3.6456 0.2574 0.4920
H -0.1206 1.3407 1.8302
H 0.8352 -0.1325 2.1868
H 1.5314 1.3948 2.1858
H 3.2167 -0.5242 -1.9741
H 1.4650 -0.4456 -2.3323
H 2.5178 0.8631 -2.4714
H -1.0988 0.7451 -0.2567
H 0.1103 0.3998 -1.4827
H -3.5561 0.8146 0.2608
H -2.4387 1.4132 1.2271
H -2.6794 1.9987 -0.3069
H -0.4264 -2.7975 1.5939
H -0.4936 -3.6132 -0.4134
```

Properties
highest occupied orbital energy	-13.04	eV
total charge	+1

# 6
The following is a quantum chemistry calculation of the molecule C4H13N3 at a distorted geometry, from the Open Molecules 2025 dataset.

Geometry as XYZ:
```
20
C4H13N3 | the Open Molecules 2025 dataset | wB97M-V/def2-TZVPD
C 0.6864 -1.6256 0.2335
C 0.4865 -0.1474 -0.0537
C 1.7174 0.6909 0.3480
N 2.9865 0.1197 -0.1604
N -0.8424 0.3844 0.3126
C -1.9010 0.0512 -0.6400
N -3.1652 0.6917 -0.2319
H 1.5081 -2.1312 -0.2641
H 0.9153 -1.7246 1.3149
H -0.3159 -2.0380 0.1019
H 0.3706 0.0543 -1.1334
H 1.9005 0.7514 1.4278
H 1.6083 1.6648 -0.1213
H 3.6757 0.8430 -0.0602
H 3.2726 -0.6643 0.4071
H -1.1921 0.0817 1.2195
H -2.0732 -1.0072 -0.8070
H -1.6313 0.5430 -1.5966
H -2.8217 1.5784 0.1389
H -3.4984 0.1309 0.5508
```

Properties
highest occupied orbital energy	-9.04	eV
total charge	0
SMILES	C[C@H](CN)NCN

# 7
The following is a quantum chemistry calculation of the molecule C4H13N3 at a distorted geometry, from the Open Molecules 2025 dataset.

Geometry as XYZ:
```
20
C4H13N3 | the Open Molecules 2025 dataset | wB97M-V/def2-TZVPD
N -2.7282 0.9078 0.3461
C -2.1125 -0.4332 0.5822
C -0.6389 -0.5936 0.8325
C 0.4027 0.0424 -0.1389
N 0.4600 -0.7767 -1.3504
C 1.7685 0.1119 0.4320
N 2.7494 0.6257 -0.5359
H -2.0827 1.6684 0.5159
H -3.1506 0.9841 -0.5681
H -2.4577 -0.9517 -0.3212
H -2.7109 -0.9199 1.3772
H -0.4629 -0.1929 1.8447
H -0.2285 -1.6145 0.7155
H 0.0264 1.0315 -0.4428
H 0.8774 -0.2846 -2.1315
H -0.5083 -0.9311 -1.6228
H 1.8335 0.6221 1.4130
H 2.1059 -0.9439 0.6137
H 3.2190 1.4739 -0.2389
H 3.5091 -0.0358 -0.6105
```

Properties
highest occupied orbital energy	-9.05	eV
total charge	0
SMILES	NCC[C@H](N)CN

# 8
The following is a quantum chemistry calculation of a cluster of 2 separate species, C4H13N3 in total at a distorted geometry, from the Open Molecules 2025 dataset.

Geometry as XYZ:
```
20
C4H13N3 | the Open Molecules 2025 dataset | wB97M-V/def2-TZVPD
N 1.6098 -0.2002 2.9241
C -2.6283 -0.4995 -0.1107
C -1.9572 -0.1768 -1.4883
N -0.7248 0.4972 -1.6705
C 0.5020 -0.1527 -1.1839
C 1.4164 1.0015 -0.5842
N 2.2487 0.5117 0.5248
H -2.8843 0.3691 0.5119
H 2.2913 0.4390 2.6511
H -3.6872 -0.9313 -0.2976
H -2.1309 -1.2900 0.4981
H -2.1487 -1.1190 -2.1086
H -2.6660 0.4315 -1.9693
H 1.5125 -0.8486 2.0505
H 0.2154 -0.8905 -0.3606
H 1.0225 -0.5612 -1.9803
H 2.0454 1.5400 -1.2938
H 0.7431 1.7851 -0.1519
H 1.9944 -0.7653 3.6947
H 3.2259 0.8602 0.3446
```

Properties
highest occupied orbital energy	-7.40	eV
total charge	0

# 9
The following is a quantum chemistry calculation of the molecule C4H13N3 at a distorted geometry, from the Open Molecules 2025 dataset.

Geometry as XYZ:
```
20
C4H13N3 | the Open Molecules 2025 dataset | wB97M-V/def2-TZVPD
N 2.0443 -0.0808 -1.4538
C 2.2087 0.2038 -0.0478
C 0.8422 0.7601 0.5690
C -0.3889 -0.0592 0.0385
N -0.1741 -1.4600 0.4524
C -1.6464 0.5369 0.6025
N -2.9152 0.2563 -0.1714
H 2.4062 -0.9533 -1.7771
H 2.0497 0.6911 -2.0977
H 2.4143 -0.7619 0.4211
H 2.9666 0.9231 0.2890
H 0.7838 1.8304 0.4024
H 0.8967 0.3913 1.6031
H -0.4105 -0.0094 -1.0463
H 0.5710 -1.6006 1.1162
H -1.0138 -1.7921 0.9167
H -1.6450 1.6344 0.5600
H -1.7408 0.3128 1.6653
H -2.6653 -0.1933 -1.0471
H -3.4168 -0.4409 0.3657
```

Properties
highest occupied orbital energy	-8.79	eV
total charge	0
SMILES	NCC[C@@H](N)CN

# 10
The following is a quantum chemistry calculation of the molecule C4H13N3 at a distorted geometry, from the Open Molecules 2025 dataset.

Geometry as XYZ:
```
20
C4H13N3 | the Open Molecules 2025 dataset | wB97M-V/def2-TZVPD
N -2.4848 1.2240 0.7417
C -2.0683 0.3246 -0.3029
C -0.8718 -0.6382 0.0799
C 0.5534 -0.3032 -0.4262
N 1.3018 -1.4110 -1.1427
C 1.2999 0.1797 0.7368
N 2.7098 0.5188 0.3463
H -3.4547 1.5321 0.4589
H -1.8280 2.0538 0.7980
H -1.9327 0.7604 -1.2749
H -2.8482 -0.3769 -0.5014
H -0.8367 -0.8308 1.1513
H -1.0520 -1.6851 -0.3673
H 0.5372 0.6028 -1.0313
H 0.7241 -2.2749 -1.2005
H 1.6508 -1.1074 -2.0592
H 0.7372 1.1451 1.0863
H 1.3848 -0.6072 1.6291
H 3.3083 -0.2907 0.3056
H 3.1699 1.1842 0.9723
```

Properties
highest occupied orbital energy	-8.88	eV
total charge	0
SMILES	NCC[C@H](N)CN

# 11
The following is a quantum chemistry calculation of the molecule C4H13N3 at a distorted geometry, from the Open Molecules 2025 dataset.

Geometry as XYZ:
```
20
C4H13N3 | the Open Molecules 2025 dataset | wB97M-V/def2-TZVPD
C -1.1456 -0.3124 1.3496
C -0.5641 -0.1310 -0.0622
C -0.7597 -1.3802 -0.9195
N -2.1925 -1.7177 -1.0568
N 0.8659 0.1991 -0.0830
C 1.1997 1.5212 0.4656
N 2.5732 1.8983 0.2614
H -2.2157 -0.4776 1.2701
H -0.7147 -1.1713 1.8672
H -0.9831 0.5812 1.9549
H -1.1064 0.7031 -0.5182
H -0.2333 -2.2492 -0.5298
H -0.3301 -1.1436 -1.9015
H -2.6667 -1.0359 -1.6368
H -2.2961 -2.6356 -1.4711
H 1.3614 -0.5121 0.4580
H 0.9385 1.6025 1.5266
H 0.5638 2.2388 -0.0664
H 3.1992 1.4038 0.8773
H 2.8263 1.7353 -0.7114
```

Properties
highest occupied orbital energy	-8.88	eV
total charge	0
SMILES	C[C@H](CN)NCN

# 12
The following is a quantum chemistry calculation of a cluster of 2 separate species, C4H13N3 in total at a distorted geometry, from the Open Molecules 2025 dataset.

Geometry as XYZ:
```
20
C4H13N3 | the Open Molecules 2025 dataset | wB97M-V/def2-TZVPD
H 2.7432 -0.8405 -1.3176
N 2.1656 -1.1272 -0.5317
C 1.7288 -0.1212 0.1953
C 2.1541 1.3154 -0.0799
N 1.4704 -0.4266 1.5309
H 1.4915 1.6981 -0.8577
H 3.1429 1.3416 -0.5352
H 2.1303 1.9479 0.8060
H 2.0226 -1.1707 1.9276
H 0.4837 -0.6145 1.6721
C -2.9625 -0.6589 -0.2896
C -1.5265 -0.4672 -0.7466
N -0.6803 0.4744 0.2705
H -3.3490 0.2892 0.0867
H -3.0263 -1.3848 0.5191
H -3.6028 -0.9781 -1.1122
H -1.4989 0.1619 -1.6385
H -1.0681 -1.4179 -1.0074
H -1.0902 0.5557 1.1995
H -0.7285 1.4234 -0.0912
```

Properties
highest occupied orbital energy	-9.23	eV
total charge	0
SMILES	[H]/N=C(\C)N.CCN

What did we get for energy relative to the best compared isomer or geometry (same formula, charge and spin)? Answer: 184.7 65.8 6.8 244.2 233.2 101.4 92.2 733.1 109.2 141.9 41.9 176.5 kJ/mol, in the order shown.